Entry 1:
64
Properties=species:S:1:pos:R:3:forces:R:3 method="wB97M-V/def2-TZVPD" homo_lumo_gap_ev="4.67 / 5.71" relative_energy_kj_mol=18.2 multiplicity=5 total_charge=-1 lumo_ev="2.0 / 0.3"
Ir -0.717 -1.695 -0.522 -0.369 0.158 0.076
Cl 6.727 -1.027 0.783 0.040 -0.003 -0.003
C 4.991 -0.931 0.643 -0.006 -0.007 -0.027
C 4.233 -0.519 1.743 -0.041 0.004 -0.010
C 2.867 -0.443 1.646 -0.002 -0.001 -0.003
C 2.177 -0.775 0.450 0.044 -0.053 0.053
O 0.889 -0.660 0.448 -0.010 0.015 -0.214
C 2.973 -1.183 -0.654 -0.007 0.042 0.133
C 2.413 -1.493 -1.955 -0.029 0.029 -0.035
O 1.235 -1.520 -2.256 0.034 -0.101 -0.078
C 4.370 -1.251 -0.533 -0.025 0.006 0.006
H 4.732 -0.266 2.669 -0.004 0.001 0.008
H 2.265 -0.129 2.490 0.005 0.000 0.006
H 3.170 -1.704 -2.737 -0.012 -0.017 -0.003
H 4.956 -1.559 -1.392 0.008 -0.003 -0.003
S -2.121 -0.571 1.132 0.004 0.000 0.013
C -1.448 -1.279 2.568 0.006 -0.026 -0.040
C -1.614 -0.649 3.803 0.019 -0.018 0.070
C -1.089 -1.195 4.964 0.025 -0.063 -0.142
C -1.276 -0.513 6.209 -0.040 0.060 0.127
N -1.442 0.045 7.200 0.010 0.004 -0.009
C -0.381 -2.409 4.910 -0.050 0.017 -0.156
C -0.217 -3.045 3.687 -0.003 0.021 0.075
C -0.730 -2.489 2.521 -0.033 0.051 -0.069
S -0.546 -3.338 1.002 0.157 -0.208 0.040
C 0.174 -2.992 6.092 0.057 0.002 0.147
N 0.625 -3.460 7.041 -0.005 -0.030 -0.021
H -2.157 0.285 3.852 -0.001 0.003 0.002
H 0.328 -3.978 3.640 0.002 -0.006 0.004
C 0.595 3.412 0.938 -0.001 -0.004 0.004
C -0.003 4.162 -0.253 0.000 0.017 0.007
C 1.122 4.949 -0.938 -0.002 -0.008 -0.002
C -1.059 5.142 0.277 0.004 -0.001 -0.002
C -0.656 3.216 -1.262 -0.008 0.003 -0.012
C -1.233 3.736 -2.428 0.009 0.015 0.010
C -1.828 2.909 -3.373 0.009 -0.015 0.015
C -1.858 1.547 -3.145 0.000 0.006 0.000
S -2.508 0.269 -4.167 -0.033 -0.001 -0.064
C -1.998 -0.917 -2.998 -0.001 -0.195 0.015
N -1.410 -0.352 -1.892 0.176 0.149 0.117
C -1.304 1.008 -1.976 -0.020 0.001 -0.008
C -0.691 1.847 -1.044 -0.007 0.013 0.002
C -2.077 -2.317 -3.038 0.022 0.130 -0.020
C -2.653 -3.071 -4.076 -0.033 -0.086 -0.062
C -2.600 -4.455 -4.038 -0.014 0.054 -0.017
C -1.992 -5.113 -2.978 0.011 -0.027 0.016
C -1.443 -4.367 -1.923 -0.002 -0.031 0.083
C -1.480 -2.992 -1.921 0.115 0.094 -0.029
H 1.049 4.128 1.626 0.002 0.003 0.004
H 1.369 2.708 0.625 0.004 -0.002 -0.004
H -0.166 2.853 1.486 -0.007 -0.001 0.002
H 1.599 5.626 -0.224 0.000 0.003 0.005
H 0.747 5.545 -1.770 -0.001 0.001 -0.004
H 1.883 4.269 -1.327 0.003 -0.002 -0.001
H -0.613 5.820 1.009 0.004 0.004 0.001
H -1.874 4.600 0.760 -0.002 -0.002 0.004
H -1.485 5.743 -0.528 -0.003 0.000 -0.003
H -1.214 4.803 -2.612 0.000 0.003 -0.001
H -2.254 3.329 -4.275 -0.003 0.002 -0.005
H -0.250 1.397 -0.167 0.001 -0.013 -0.001
H -3.130 -2.567 -4.909 0.005 0.011 0.000
H -3.039 -5.026 -4.847 0.001 -0.004 -0.001
H -1.945 -6.194 -2.957 -0.002 -0.004 0.004
H -0.985 -4.902 -1.100 -0.003 0.008 0.000


Entry 2:
69
Properties=species:S:1:pos:R:3:forces:R:3 method="wB97M-V/def2-TZVPD" homo_lumo_gap_ev="4.04 / 4.05" total_charge=+4 lumo_ev="-14.4 / -14.4"
Ru 0.137 -2.379 -0.960 0.271 1.155 -1.061
S -5.748 -0.910 -5.587 -0.023 0.036 0.012
N -4.693 0.133 -4.975 0.007 -0.006 -0.040
C -4.002 -0.526 -4.053 -0.067 0.026 0.043
C -2.951 0.021 -3.226 -0.011 0.284 -0.206
C -2.415 1.314 -3.532 -0.372 -0.327 0.000
C -1.144 1.783 -3.328 0.507 0.064 0.112
C 0.077 1.229 -2.826 -0.251 0.229 -0.228
N 0.473 0.159 -2.152 0.015 -0.171 0.217
C -2.448 -0.786 -2.233 0.418 -0.347 0.105
C -2.639 -2.213 -2.274 0.059 0.048 0.035
N -1.745 -3.008 -1.620 -0.075 -0.128 0.130
C -1.931 -4.326 -1.634 0.081 0.208 0.038
C -2.986 -4.943 -2.303 -0.140 0.014 -0.107
C -3.838 -4.165 -3.051 0.007 -0.092 0.039
C -3.649 -2.776 -3.064 -0.016 0.022 -0.003
C -4.388 -1.881 -3.921 -0.037 -0.018 0.001
N -5.374 -2.220 -4.740 0.055 0.015 -0.003
H -3.056 1.945 -4.139 -0.022 0.004 -0.035
H -0.960 2.755 -3.773 0.028 0.010 -0.021
H 0.942 1.807 -3.136 0.022 0.046 0.043
H -1.203 -4.931 -1.101 0.012 -0.014 0.007
H -3.088 -6.018 -2.261 -0.011 -0.014 -0.001
H -4.635 -4.600 -3.642 -0.001 -0.009 -0.006
C 5.357 -0.577 0.222 0.062 0.029 -0.001
N 4.123 -1.342 0.125 -0.019 -0.025 0.006
C 3.085 -1.229 -0.705 0.045 -0.003 -0.011
N 2.123 -2.051 -0.297 -0.034 -0.075 0.084
C 2.661 -2.665 0.807 -0.037 0.032 0.055
N 3.859 -2.245 1.093 -0.023 0.002 -0.056
C 5.260 0.459 1.325 0.202 0.056 0.065
C 6.438 1.005 1.912 -0.045 -0.015 -0.028
C 6.414 1.967 2.930 0.087 -0.115 -0.125
C 5.212 2.423 3.401 -0.206 -0.004 -0.008
C 4.009 1.884 2.828 0.140 -0.054 -0.038
C 4.063 0.888 1.797 -0.039 0.092 0.114
C 2.791 2.348 3.226 0.061 0.435 0.387
N 2.521 3.387 4.177 0.234 -0.320 -0.272
N 1.290 3.576 4.206 -0.337 -0.247 -0.285
C 0.674 2.660 3.284 0.142 0.430 0.436
O 1.630 1.915 2.715 -0.066 -0.160 -0.137
C -0.653 2.558 2.998 -0.239 0.082 0.054
C -1.567 3.482 3.624 0.344 -0.099 -0.035
C -2.890 3.417 3.290 -0.178 -0.069 -0.123
C -3.316 2.449 2.376 0.064 -0.129 -0.011
C -2.443 1.500 1.764 -0.166 0.120 0.096
C -3.034 0.407 0.884 -0.164 0.214 0.029
N -2.070 -0.451 0.242 0.009 0.175 -0.233
C -1.646 -0.158 -1.117 -0.300 0.187 0.410
N -0.289 -0.598 -1.414 0.124 -1.326 -0.180
C -0.649 -2.177 0.773 -0.532 0.238 0.564
N -1.552 -1.359 1.107 0.361 -0.531 0.255
C -1.121 1.560 2.075 0.012 0.091 0.013
H 5.562 -0.110 -0.743 -0.010 0.012 0.011
H 6.164 -1.279 0.432 -0.024 -0.012 -0.027
H 3.044 -0.579 -1.565 0.025 -0.013 0.021
H 2.158 -3.419 1.389 0.002 -0.004 0.008
H 7.405 0.656 1.562 -0.013 0.003 0.001
H 7.343 2.341 3.338 0.000 -0.008 -0.008
H 5.152 3.169 4.184 -0.005 -0.011 -0.005
H 3.134 0.491 1.412 -0.024 -0.003 0.000
H -1.192 4.215 4.329 0.002 -0.025 -0.003
H -3.606 4.099 3.730 -0.001 -0.007 -0.007
H -4.374 2.407 2.133 0.008 -0.007 0.005
H -3.718 0.836 0.147 0.061 0.038 0.008
H -3.639 -0.223 1.541 -0.064 0.002 -0.103
H -1.693 0.925 -1.222 0.000 0.012 -0.019
H -0.335 -2.874 1.555 0.064 -0.006 0.018
H -0.421 0.848 1.661 0.020 -0.019 -0.001


DFT total energy (computed, a.u.): -3306.52976 -2456.34756